Density functional theory data (wB97M-V/def2-TZVPD) for an isolated molecule of C5H11NOS at a distorted geometry.

Values from the calculation:
HOMO-LUMO gap	0.338	hartree
lowest unoccupied orbital energy	0.78	eV
SMILES	C=C(SC)[C@H](N)CO
E_HOMO	-0.310	Eh

Each line ends with the natural charge from an NBO analysis.
Positions of all 19 atoms, in Å:
C1 -0.24 -1.02 1.20  -0.424
C2 0.20 -0.43 0.07  -0.155
S1 1.93 -0.05 -0.24  0.230
C3 2.82 -0.68 1.20  -0.758
C4 -0.74 0.29 -0.87  -0.124
N1 -0.96 1.71 -0.57  -0.855
C5 -2.16 -0.19 -0.94  -0.068
O1 -2.81 0.15 0.26  -0.738
H1 0.45 -1.29 2.00  0.201
H2 -1.32 -1.16 1.32  0.242
H3 2.68 -1.74 1.34  0.224
H4 2.55 -0.11 2.17  0.225
H5 3.86 -0.52 0.94  0.238
H6 -0.30 0.21 -1.91  0.184
H7 -1.28 2.17 -1.43  0.367
H8 -0.08 2.16 -0.29  0.378
H9 -2.65 0.31 -1.76  0.157
H10 -2.26 -1.26 -1.08  0.188
H11 -2.49 1.06 0.43  0.490

=====

Density functional theory data (wB97M-V/def2-TZVPD) for a cluster of 2 separate species, C5H11NOS in total at a distorted geometry.

Values from the calculation:
HOMO-LUMO gap	0.206	hartree
lowest unoccupied orbital energy	-3.07	eV
E_HOMO	-0.319	Eh

Each line ends with the natural charge from an NBO analysis.
Positions of all 19 atoms, in Å:
C1 -1.07 0.40 -1.22  0.052
C2 -2.36 -0.47 -0.76  -0.602
S1 -2.62 -0.24 1.03  -0.090
C3 0.30 -0.09 -1.09  0.519
N1 1.09 0.93 -0.48  -0.411
C4 2.51 0.21 -0.22  -0.411
C5 0.56 1.43 0.74  -0.466
O1 0.77 -1.29 -1.31  -0.546
H1 -1.21 1.48 -1.26  0.215
H2 -0.95 -2.92 2.19  -0.017
H3 -3.31 -0.20 -1.27  0.228
H4 -2.17 -1.47 -1.09  0.224
H5 -1.36 -2.57 1.69  0.007
H6 2.48 -0.48 0.64  0.207
H7 3.21 1.02 0.13  0.201
H8 2.79 -0.27 -1.16  0.236
H9 0.98 0.75 1.55  0.196
H10 0.94 2.43 1.00  0.209
H11 -0.57 1.35 0.89  0.248

=====

Density functional theory data (wB97M-V/def2-TZVPD) for a structure of composition C5H11NOS at a distorted geometry.

Values from the calculation:
HOMO-LUMO gap	0.307	hartree
lowest unoccupied orbital energy	0.61	eV
E_HOMO	-0.284	Eh

Each line ends with the natural charge from an NBO analysis.
Positions of all 19 atoms, in Å:
C1 0.55 1.94 -0.49  -0.608
C2 0.14 0.89 0.20  0.196
C3 -2.10 0.38 -0.47  -0.425
C4 -1.05 -0.78 1.58  -0.386
C5 1.88 -1.41 -0.96  -0.843
N1 -0.98 0.20 0.44  -0.495
O1 3.15 0.28 0.67  -0.953
S1 1.93 -0.49 0.63  1.113
H1 1.57 2.34 -0.36  0.246
H2 -0.20 2.74 -0.66  0.200
H3 -2.48 -0.46 -1.10  0.200
H4 -2.99 0.64 0.16  0.191
H5 -2.00 1.36 -1.06  0.228
H6 -1.03 -1.75 1.00  0.194
H7 -0.18 -0.64 2.14  0.223
H8 -1.97 -0.55 2.03  0.204
H9 2.42 -0.84 -1.85  0.248
H10 0.84 -1.58 -1.27  0.235
H11 2.50 -2.26 -0.61  0.231

=====

Density functional theory data (wB97M-V/def2-TZVPD) for an isolated molecule of C5H11NOS at a distorted geometry.

Values from the calculation:
HOMO-LUMO gap	0.365	hartree
lowest unoccupied orbital energy	0.62	eV
SMILES	CCC(=O)NCCS
E_HOMO	-0.342	Eh

Each line ends with the natural charge from an NBO analysis.
Positions of all 19 atoms, in Å:
C1 -1.01 -1.56 -2.13  -0.594
C2 -0.34 -0.62 -1.15  -0.508
C3 -1.32 0.05 -0.21  0.675
O1 -2.53 0.04 -0.45  -0.610
N1 -0.96 0.65 0.96  -0.640
C4 0.20 0.33 1.79  -0.230
C5 1.54 0.66 1.14  -0.521
S1 1.48 2.30 0.33  -0.064
H1 -1.51 -0.91 -2.88  0.219
H2 -0.25 -2.12 -2.68  0.205
H3 -1.68 -2.24 -1.65  0.222
H4 0.39 0.07 -1.57  0.240
H5 0.35 -1.25 -0.53  0.207
H6 -1.62 1.33 1.28  0.416
H7 0.23 -0.78 1.97  0.195
H8 0.19 0.78 2.79  0.222
H9 1.81 -0.02 0.35  0.207
H10 2.31 0.57 1.91  0.227
H11 2.73 2.71 0.72  0.134

=====

Density functional theory data (wB97M-V/def2-TZVPD) for an isolated molecule of C5H11NOS at a distorted geometry.

Values from the calculation:
HOMO-LUMO gap	0.323	hartree
lowest unoccupied orbital energy	0.56	eV
E_HOMO	-0.302	Eh

Each line ends with the natural charge from an NBO analysis.
Positions of all 19 atoms, in Å:
C1 0.14 0.61 -1.12  -0.355
C2 -0.73 0.50 0.08  0.409
C3 -1.34 -0.90 0.25  -0.666
C4 -1.40 1.74 0.51  -0.701
C5 2.14 -1.54 0.08  -0.857
N1 1.54 1.00 -0.82  -0.915
O1 0.71 0.29 1.34  -0.845
S1 1.98 0.28 0.48  1.422
H1 0.02 -0.37 -1.67  0.172
H2 -0.20 1.44 -1.85  0.236
H3 -0.52 -1.62 0.02  0.238
H4 -2.05 -1.15 -0.47  0.228
H5 -1.96 -0.96 1.19  0.233
H6 -0.96 2.66 0.91  0.274
H7 -2.09 1.44 1.33  0.218
H8 -2.14 2.08 -0.31  0.244
H9 1.29 -2.12 0.09  0.209
H10 2.88 -1.96 0.81  0.225
H11 2.69 -1.41 -0.85  0.232

=====

Density functional theory data (wB97M-V/def2-TZVPD) for a cluster of 2 separate species, C5H11NOS in total at a distorted geometry.

Values from the calculation:
HOMO-LUMO gap	0.125	hartree
lowest unoccupied orbital energy	-4.01	eV
E_HOMO	-0.272	Eh

Each line ends with the natural charge from an NBO analysis.
Positions of all 19 atoms, in Å:
O1 1.20 1.61 0.41  -0.598
C1 0.87 0.51 -0.12  0.461
N1 -0.51 0.25 -0.47  -0.522
C2 -1.15 -1.07 -0.64  -0.235
C3 -2.73 -0.79 -0.70  -0.559
S1 -3.28 0.08 0.81  -0.210
C4 1.86 -0.46 -0.38  0.078
C5 3.25 -0.18 0.14  -0.709
H1 -1.20 0.91 0.01  0.431
H2 -0.97 -1.67 0.24  0.200
H3 -0.89 -1.70 -1.52  0.200
H4 -3.19 -1.81 -0.80  0.228
H5 -3.00 -0.16 -1.55  0.212
H6 -1.45 2.70 2.16  0.002
H7 -1.15 3.14 2.68  -0.005
H8 1.67 -1.23 -1.25  0.225
H9 3.51 0.76 -0.33  0.286
H10 3.07 0.07 1.20  0.271
H11 4.08 -0.94 0.11  0.244

=====

Density functional theory data (wB97M-V/def2-TZVPD) for an isolated molecule of C5H11NOS at a distorted geometry.

Values from the calculation:
HOMO-LUMO gap	0.354	hartree
lowest unoccupied orbital energy	0.59	eV
SMILES	NC[C@]1(S)CC[C@H]1O
E_HOMO	-0.332	Eh

Each line ends with the natural charge from an NBO analysis.
Positions of all 19 atoms, in Å:
N1 -2.41 0.08 -0.84  -0.856
C1 -1.35 0.92 -0.25  -0.244
C2 -0.13 0.17 0.31  -0.120
S1 -0.72 -1.43 1.08  -0.090
C3 1.09 0.82 0.93  -0.431
C4 1.97 0.05 -0.01  -0.420
C5 0.68 -0.30 -0.83  0.064
O1 0.66 -1.54 -1.49  -0.706
H1 -1.91 -0.83 -1.34  0.378
H2 -3.21 -0.29 0.02  0.386
H3 -1.82 1.44 0.65  0.187
H4 -1.06 1.83 -0.81  0.199
H5 -0.71 -0.96 2.38  0.133
H6 1.22 0.50 1.92  0.223
H7 1.10 1.90 0.74  0.220
H8 2.87 0.58 -0.42  0.214
H9 2.34 -0.97 0.36  0.204
H10 0.56 0.36 -1.59  0.180
H11 0.84 -2.32 -0.83  0.478

=====

Density functional theory data (wB97M-V/def2-TZVPD) for a structure of composition C5H11NOS2 at a distorted geometry.

Values from the calculation:
HOMO-LUMO gap	0.323	hartree
lowest unoccupied orbital energy	0.19	eV
E_HOMO	-0.316	Eh

Each line ends with the natural charge from an NBO analysis.
Positions of all 20 atoms, in Å:
C1 -2.28 0.12 -0.19  -0.060
C2 -1.09 0.47 0.82  -0.475
C3 0.00 1.41 0.20  -0.416
C4 1.44 0.86 0.45  -0.219
C5 1.47 -1.54 -0.62  -0.067
H1 -1.68 -1.33 -1.32  0.485
H2 -2.82 -0.76 0.22  0.171
H3 -2.91 0.95 -0.52  0.188
H4 -0.50 -0.52 1.01  0.206
H5 -1.82 0.52 1.68  0.244
H6 -0.06 2.71 0.56  0.210
H7 -0.08 1.50 -0.98  0.235
H8 2.36 1.43 0.39  0.215
H9 1.51 0.46 1.37  0.204
H10 0.32 -0.10 -1.17  0.440
H11 3.38 -0.89 0.58  0.133
N1 1.29 -0.13 -0.78  -0.676
O1 -1.74 -0.31 -1.40  -0.745
S1 2.49 -2.08 0.90  -0.051
S2 0.71 -2.76 -1.20  -0.020

=====

Density functional theory data (wB97M-V/def2-TZVPD) for a cluster of 2 separate species, C5H11NOSi in total at a distorted geometry.

Values from the calculation:
HOMO-LUMO gap (alpha / beta)	0.186 / 0.329	hartree
lowest unoccupied orbital energy (alpha / beta)	-3.49 / -1.70	eV
E_HOMO (alpha / beta)	-0.314 / -0.391	Eh

Each line ends with the natural charge from an NBO analysis.
Positions of all 19 atoms, in Å:
C1 -2.65 -0.39 1.32  0.102
C2 -0.46 2.27 -1.14  -0.730
C3 -0.02 -1.42 1.47  -1.115
C4 2.17 -0.66 -0.48  -1.112
C5 -0.06 1.44 0.00  -0.268
N1 -3.76 -0.59 1.54  -0.526
O1 -0.59 -0.86 -1.39  -1.091
Si1 0.30 -0.39 -0.10  1.804
H1 -0.51 1.69 -2.06  0.241
H2 -1.43 2.72 -0.94  0.275
H3 0.23 3.11 -1.26  0.252
H4 0.13 -0.84 2.37  0.247
H5 -1.04 -1.79 1.49  0.268
H6 0.65 -2.28 1.53  0.233
H7 2.80 -0.31 0.33  0.236
H8 2.37 -1.72 -0.61  0.241
H9 2.47 -0.15 -1.39  0.233
H10 0.06 1.96 0.94  0.200
H11 -0.65 -1.78 -1.63  0.510

=====

Density functional theory data (wB97M-V/def2-TZVPD) for the ion C5H11NP with charge +1 at a distorted geometry.

Values from the calculation:
HOMO-LUMO gap	0.323	hartree
lowest unoccupied orbital energy	-3.76	eV
net charge	+1
SMILES	[NH3+][C@@]12CPC[C@@H]1C2
E_HOMO	-0.461	Eh

Each line ends with the natural charge from an NBO analysis.
Positions of all 18 atoms, in Å:
N1 1.68 0.52 0.90  -0.660
C1 0.47 0.25 0.02  0.091
C2 0.58 -1.28 -0.92  -0.676
P1 -1.05 -2.11 -0.69  0.604
C3 -1.99 -0.58 -0.13  -0.701
C4 -0.97 0.46 0.38  -0.243
C5 -0.27 1.31 -0.59  -0.452
H1 2.09 -0.14 1.49  0.452
H2 1.46 1.39 1.42  0.437
H3 2.29 1.06 0.35  0.441
H4 0.75 -0.87 -1.94  0.253
H5 1.26 -1.88 -0.44  0.226
H6 -0.88 -2.65 0.56  -0.044
H7 -2.81 -0.89 0.67  0.274
H8 -2.62 -0.17 -0.92  0.246
H9 -1.16 0.68 1.46  0.246
H10 -0.74 1.03 -1.55  0.259
H11 0.04 2.40 -0.46  0.249

=====

Density functional theory data (wB97M-V/def2-TZVPD) for an isolated molecule of C5H11NS at a distorted geometry.

Values from the calculation:
HOMO-LUMO gap	0.368	hartree
lowest unoccupied orbital energy	0.98	eV
SMILES	C[C@H]1CN[C@H]1CS
E_HOMO	-0.332	Eh

Each line ends with the natural charge from an NBO analysis.
Positions of all 18 atoms, in Å:
C1 1.53 -0.40 0.99  -0.624
C2 0.93 0.53 -0.01  -0.236
C3 0.88 0.08 -1.50  -0.215
N1 -0.57 -0.03 -1.49  -0.638
C4 -0.66 0.61 -0.14  -0.037
C5 -1.42 -0.04 1.00  -0.529
S1 -3.07 -0.55 0.41  -0.056
H1 1.09 -1.37 1.05  0.204
H2 2.61 -0.59 0.77  0.220
H3 1.52 0.09 2.01  0.214
H4 1.29 1.52 0.17  0.201
H5 1.43 -0.84 -1.72  0.187
H6 1.28 0.87 -2.17  0.187
H7 -0.82 -1.03 -1.40  0.352
H8 -1.01 1.66 -0.26  0.193
H9 -0.82 -0.80 1.44  0.209
H10 -1.51 0.74 1.76  0.225
H11 -2.70 -0.44 -0.90  0.141

=====

Density functional theory data (wB97M-V/def2-TZVPD) for an isolated molecule of C5H11NS at a distorted geometry.

Values from the calculation:
HOMO-LUMO gap	0.264	hartree
lowest unoccupied orbital energy	-0.05	eV
E_HOMO	-0.266	Eh

Each line ends with the natural charge from an NBO analysis.
Positions of all 18 atoms, in Å:
C1 1.07 -0.05 1.14  0.243
C2 1.70 0.36 2.29  -0.652
C3 -2.05 -0.64 -0.67  -0.620
C4 -1.26 0.30 -1.63  -0.395
C5 0.22 0.17 -1.22  -0.217
N1 0.50 0.65 0.05  -0.509
S1 3.24 -0.65 2.18  -0.424
H1 1.09 -1.10 0.96  0.214
H2 0.53 1.62 0.12  0.388
H3 2.06 1.36 2.44  0.248
H4 1.28 -0.09 3.18  0.269
H5 -1.61 -1.63 -0.78  0.204
H6 -2.01 -0.38 0.50  0.216
H7 -3.13 -0.68 -1.14  0.221
H8 -1.60 1.25 -1.73  0.202
H9 -1.34 -0.28 -2.57  0.211
H10 0.46 -0.82 -1.19  0.200
H11 0.85 0.62 -1.91  0.200

=====

Density functional theory data (wB97M-V/def2-TZVPD) for an isolated molecule of C5H11NS at a distorted geometry.

Values from the calculation:
HOMO-LUMO gap	0.360	hartree
lowest unoccupied orbital energy	1.00	eV
SMILES	C[C@H]1CN[C@H]1CS
E_HOMO	-0.323	Eh

Each line ends with the natural charge from an NBO analysis.
Positions of all 18 atoms, in Å:
C1 -0.03 -1.92 0.05  -0.616
C2 -0.38 -0.65 0.80  -0.214
C3 0.81 -0.02 1.54  -0.217
N1 0.83 1.07 0.59  -0.641
C4 -0.51 0.67 0.00  -0.057
C5 -0.68 0.79 -1.50  -0.520
S1 0.08 2.33 -2.15  -0.054
H1 0.62 -1.63 -0.80  0.200
H2 0.40 -2.67 0.70  0.217
H3 -0.93 -2.37 -0.37  0.212
H4 -1.31 -0.80 1.38  0.195
H5 1.68 -0.67 1.51  0.185
H6 0.53 0.18 2.59  0.185
H7 1.58 1.03 -0.05  0.365
H8 -1.26 1.30 0.46  0.187
H9 -0.15 -0.10 -1.95  0.206
H10 -1.70 0.79 -1.88  0.229
H11 0.41 2.68 -0.92  0.138

=====

Energy relative to the best compared isomer or geometry (same formula, charge and spin), record by record: 191.2; 654.8; 481.8; 94.6; 447.4; 674.1; 372.1; 479.2; 370.8; 176.8; 105.3; 269.4; 112.8 kJ/mol